15
Properties=species:S:1:pos:R:3:forces:R:3:nbo_charge:R:1 method="wB97M-V/def2-TZVPD" charge=0 lumo_energy_ev=0.05
C -1.4411 0.2280 0.3448 4.249 1.155 7.948 -0.2751
C -0.3795 0.9567 -0.2433 8.021 5.272 0.266 -0.4011
C 1.0807 0.4088 -0.1669 -2.453 -1.395 1.337 0.2796
H -2.1028 -0.6641 -1.1778 2.211 -3.071 3.430 0.3400
H -2.1430 -1.6137 0.6550 2.126 1.541 -3.399 0.3863
H -2.1618 0.9227 0.3217 -4.194 1.466 -0.209 0.1960
H -1.1260 0.2077 1.5467 -0.929 0.020 -2.478 0.1540
H 0.1080 2.2427 0.1079 -2.546 -3.656 -0.491 0.2443
H -0.5311 1.1451 -1.2478 -0.599 0.346 -2.430 0.2092
H 0.8534 -1.7052 -0.1570 -3.963 -4.165 -0.507 0.4142
N -1.4110 -1.0645 -0.1013 -6.563 -2.508 -2.781 -0.7881
N 2.2260 0.9776 0.1069 -1.241 1.322 -1.596 -0.2945
N 3.1241 0.0059 0.0847 2.523 1.209 1.490 -0.1057
N 2.5456 -1.1048 0.0422 6.831 -3.128 0.183 -0.0559
N 1.3585 -0.9429 -0.1157 -3.473 5.592 -0.766 -0.3032



20
Properties=species:S:1:pos:R:3:forces:R:3:nbo_charge:R:1 method="wB97M-V/def2-TZVPD" charge=0 lumo_energy_ev=0.58
N 0.8784 1.6176 0.1851 0.194 0.331 0.006 -0.8224
C 1.1607 0.3392 -0.1831 -0.313 -0.034 0.049 0.7794
O 2.2476 0.0269 -0.6586 0.350 -0.144 -0.275 -0.7060
N 0.0844 -0.4984 0.0144 0.006 0.460 0.099 -0.7140
C 0.1870 -1.7844 -0.1463 -0.162 -0.093 0.045 0.3842
N 1.2508 -2.4171 -0.6299 0.312 -0.079 -0.019 -0.7830
S -1.2057 -2.7340 0.3182 0.065 -0.558 -0.169 -0.0077
H 0.1022 1.7813 0.8031 0.010 -0.078 -0.008 0.4017
H 1.6591 2.2536 0.2423 -0.064 -0.103 -0.022 0.4138
H 2.0537 -1.8245 -0.8449 -0.125 -0.139 0.009 0.4511
H 1.3165 -3.4203 -0.6399 -0.095 0.061 0.032 0.4070
H -1.9223 -1.6765 0.7744 0.100 0.101 -0.018 0.2078
O 4.7693 -0.2479 0.5002 0.774 -1.441 -0.292 -0.5104
C 4.2426 0.7529 0.6645 0.133 -0.027 0.100 1.0560
O 3.7826 1.7782 0.8951 -0.595 1.557 0.326 -0.5521
N -2.1719 1.0921 -0.2556 0.472 -0.207 -0.511 -0.5873
N -3.0354 0.8649 0.6769 -0.663 -0.071 0.570 0.2348
O -2.9020 -0.1943 1.2910 0.038 0.498 -0.354 -0.4504
H -2.2729 1.9521 -0.7714 -0.183 -0.036 0.194 0.3883
H -1.3608 0.4510 -0.3853 -0.255 0.003 0.237 0.4091



12
Properties=species:S:1:pos:R:3:forces:R:3:lowdin_spin:R:1 method="wB97M-V/def2-TZVPD" charge=-1 lumo_energy_ev="4.33 / 4.24" multiplicity=2
C -1.6296 -0.9243 -0.5831 -3.283 2.731 -2.658 0.0092
N -1.1952 -0.0516 0.4332 -1.895 0.575 2.666 0.0315
C 0.2234 -0.3267 0.6596 0.575 4.436 2.207 0.0622
C 1.0341 0.9232 0.1082 -1.789 -0.999 1.084 0.4338
O 2.0331 0.6470 -0.5950 1.740 0.359 -1.328 0.3288
H -2.7535 -0.5957 -0.9567 2.489 -1.159 0.907 0.0030
H -1.0012 -0.7953 -1.4826 -0.094 0.213 0.293 0.0042
H -1.5591 -1.9282 -0.3423 -0.368 -2.484 0.553 0.0032
H -1.9268 0.0709 1.2991 2.651 -1.026 -2.545 0.0215
H 0.6502 -1.1995 0.2427 0.071 -1.229 -0.758 0.0098
H 0.4835 -0.2974 1.7393 -0.589 -0.580 -0.152 0.0354
H 0.4410 1.8963 0.1202 0.490 -0.838 -0.269 0.0574



12
Properties=species:S:1:pos:R:3:forces:R:3:nbo_charge:R:1 method="wB97M-V/def2-TZVPD" charge=0 lumo_energy_ev=0.88 smiles="CNCC=O"
C 1.1367 1.2781 0.8770 3.243 0.996 0.148 -0.4289
N 0.8894 0.7612 -0.4735 3.124 -2.113 -0.265 -0.5819
C 0.4769 -0.6972 -0.3284 -1.206 1.810 -1.769 -0.3544
C -1.0650 -1.0214 -0.2060 4.306 -3.996 -3.643 0.4843
O -1.9896 -0.3601 0.0009 -2.051 1.639 1.074 -0.4834
H 1.9822 0.6051 1.4238 -2.271 1.362 -0.658 0.1518
H 0.1432 1.1467 1.1469 -1.484 0.699 2.748 0.2082
H 1.6087 2.3885 0.8890 -1.642 -2.518 -0.143 0.2091
H 1.8969 0.5207 -0.6300 -0.958 0.744 -1.561 0.3348
H 1.0153 -1.1047 0.4833 0.477 -1.005 1.132 0.1973
H 0.8313 -1.1908 -1.2869 -0.744 0.318 1.138 0.2201
H -1.0784 -2.1693 -0.7747 -0.794 2.064 1.800 0.0431



12
Properties=species:S:1:pos:R:3:forces:R:3:nbo_charge:R:1 method="wB97M-V/def2-TZVPD" charge=0 lumo_energy_ev=1.14 smiles="C/N=C/OC"
C 1.6948 0.5119 1.0608 0.215 0.045 0.120 -0.4263
N 0.4947 0.4102 0.2559 -0.203 -0.393 -0.148 -0.5143
C 0.1593 -0.7483 -0.1111 0.133 0.210 0.180 0.4120
O -0.9597 -1.0462 -0.7845 0.079 -0.054 0.021 -0.4986
C -1.8670 0.0241 -1.0350 -0.172 0.161 -0.056 -0.2682
H 1.9637 -0.4338 1.5557 -0.002 0.130 -0.082 0.1707
H 2.5448 0.8334 0.4495 -0.113 0.014 0.046 0.1968
H 1.5434 1.2724 1.8331 0.039 -0.146 -0.098 0.2019
H 0.7275 -1.6639 0.0863 -0.048 0.084 0.036 0.1426
H -1.7570 0.8067 -0.2820 -0.055 -0.118 -0.101 0.2095
H -1.6779 0.4464 -2.0261 0.006 -0.018 0.134 0.1845
H -2.8666 -0.4128 -1.0025 0.122 0.086 -0.051 0.1895



12
Properties=species:S:1:pos:R:3:forces:R:3:nbo_charge:R:1 method="wB97M-V/def2-TZVPD" charge=0 lumo_energy_ev=0.77 smiles="CNCC=O"
C 0.6826 1.5521 -0.7386 2.009 -1.583 -2.166 -0.4370
N 0.6805 0.3008 0.1320 -3.339 2.990 3.402 -0.5915
C -0.4951 -0.6014 0.0232 -0.201 -0.468 -1.884 -0.3545
C -0.4251 -1.7405 1.0218 -0.433 -2.019 -0.951 0.4150
O -1.4274 -2.3600 1.3151 0.340 0.789 0.304 -0.5181
H 0.3524 1.3744 -1.8039 0.149 -0.341 1.096 0.1932
H 0.1531 2.4275 -0.4448 -0.661 0.394 0.896 0.1923
H 1.7735 1.8374 -0.8708 -1.254 -0.220 0.374 0.2062
H 0.2592 0.7818 1.1060 2.407 -1.397 -2.649 0.3400
H -0.5838 -1.1105 -0.9837 0.920 0.136 0.750 0.2193
H -1.5213 -0.1873 -0.0085 0.413 0.441 0.846 0.2036
H 0.5515 -2.2743 1.2521 -0.350 1.278 -0.017 0.1315